One molecule with the formula C11H9F in a non-equilibrium geometry, computed with ωB97M-V with the def2-TZVPD basis set.

Cartesian coordinates (Å):
C -0.509089 -2.966385 -0.531066
C 0.423991 -2.634843 0.534137
C -1.142062 -1.905002 -1.136843
C 0.592669 -1.322116 1.000918
C -0.918290 -0.649612 -0.739867
C -0.030118 -0.330766 0.316863
C -1.630991 0.499985 -1.273716
C -1.110630 1.650527 -1.459370
C 1.696624 2.990948 1.130214
C 1.445499 1.767704 0.684603
C 0.232050 1.093155 0.668857
F -0.696486 1.676858 1.429050
H -0.837645 -4.030659 -0.805177
H 0.963868 -3.337450 1.198349
H -1.798564 -2.292593 -2.021045
H 1.401588 -1.182153 1.698910
H -2.454991 0.240170 -1.869083
H -1.566355 2.663319 -1.684329
H 2.658503 3.315838 0.983463
H 0.944524 3.634384 1.430546
H 2.335907 1.118692 0.444583

Forces on atoms 1 to 2 (eV/Å):
1.553 -1.049 2.378
-1.187 -1.156 0.168

Properties
**Lowest unoccupied orbital energy (alpha / beta)**: -0.05 / -0.01 eV
**Spin multiplicity**: 1
**Frontier orbital gap (alpha / beta)**: 8.38 / 7.53 eV

One molecule with the formula C4H6ClN3 in a non-equilibrium geometry, computed with ωB97M-V with the def2-TZVPD basis set.

Cartesian coordinates (Å):
C 0.558463 1.687458 -0.297302
C 0.008993 0.322812 -0.229887
C 0.733066 -0.726053 0.217592
C -1.504695 0.206838 -0.182047
N 1.755013 1.683695 0.195821
N 2.557930 1.069734 0.741451
N 0.099415 -1.930004 0.545160
Cl 2.338621 -1.121848 -0.331364
H 0.070929 2.583401 -0.761040
H -2.127544 1.100970 -0.555803
H -1.819627 0.027626 0.826553
H -1.830626 -0.588035 -0.724952
H -0.935466 -1.606133 0.641966
H 0.095531 -2.710464 -0.086143

Forces on atoms 1 to 2 (eV/Å):
-1.291 -0.168 -1.273
-0.559 2.056 0.625

Properties
**Lowest unoccupied orbital energy**: 0.31 eV
**Spin multiplicity**: 1
**Frontier orbital gap**: 7.90 eV

Energy relative to the best compared isomer or geometry (same formula, charge and spin)
In order: 2.8118, 4.7715
Unit: eV